Entry 1:
Here is 2 unconnected molecules or ions with the total composition C4H12BNO at a distorted geometry from OMol25. Energies are from ωB97M-V with the def2-TZVPD basis set.

The HOMO-LUMO gap is 0.293 Ha. Its HOMO energy is -0.272 hartree. As for the SMILES: CC/C=B\O.CN. For the strongest force on any atom, the calculation gives 4.58 eV/A. Its energy above the lowest of the compared OMol25 structures with the same formula, charge and spin is 4.379 eV. Its total energy is -314.38592 Eh. The LUMO energy comes out at 0.556 eV.

Each line ends with the natural charge from an NBO analysis.
Cartesian coordinates (Å):
B: -0.12 -1.04 0.62  1.00
H: -0.89 0.91 0.90  0.25
C: -3.32 -1.17 0.19  -0.63
C: -1.03 -0.05 0.38  -0.93
H: -2.17 -0.53 -1.39  0.19
H: 3.83 1.16 -0.75  0.18
O: 0.76 -1.94 0.74  -0.90
H: -2.75 0.88 -0.50  0.20
C: -2.31 -0.17 -0.41  -0.40
H: 3.92 0.10 0.56  0.19
H: 3.64 -1.29 -1.29  0.36
C: 3.26 0.43 -0.17  -0.41
H: 2.37 -0.31 -1.82  0.37
H: 1.55 -1.93 0.07  0.55
N: 2.77 -0.68 -0.93  -0.85
H: -3.16 -1.31 1.38  0.20
H: -3.27 -2.23 0.05  0.21
H: -4.41 -1.11 -0.07  0.21
H: 2.40 0.87 0.37  0.20

=====

Entry 2:
Here is 3 unconnected molecules or ions with the total composition C4H11NO3 at a distorted geometry from OMol25. Energies are from ωB97M-V with the def2-TZVPD basis set.

The HOMO-LUMO gap is 0.320 Ha. Its HOMO energy is -0.301 hartree. As for the SMILES: [NH3+][O-].C=C=O.CCO. For the strongest force on any atom, the calculation gives 2.79 eV/A. Its energy above the lowest of the compared OMol25 structures with the same formula, charge and spin is 7.081 eV. Its total energy is -439.26569 Eh. The LUMO energy comes out at 0.510 eV.

Each line ends with the natural charge from an NBO analysis.
Cartesian coordinates (Å):
C: -0.68 -0.74 -0.24  0.64
H: 1.60 0.04 1.61  0.22
H: -3.05 0.88 1.03  0.38
O: -1.29 1.40 0.23  -0.68
C: 2.01 -0.23 0.64  -0.65
H: -1.59 -0.12 1.47  0.43
C: -0.95 -1.10 -1.49  -0.73
H: -1.96 1.55 2.11  0.38
H: 1.90 -1.31 0.53  0.21
H: 3.07 0.03 0.62  0.22
C: 1.28 0.51 -0.46  -0.13
O: -0.77 -1.16 0.93  -0.65
H: 0.07 0.86 -0.24  0.33
H: -1.36 -2.08 -1.67  0.25
H: -0.78 -0.43 -2.32  0.25
H: 1.44 -0.77 -1.91  0.47
N: -2.06 0.94 1.30  -0.43
H: 1.47 1.58 -0.38  0.21
O: 1.66 0.16 -1.77  -0.71

=====

Entry 3:
Here is 2 unconnected molecules or ions with the total composition C4H8O2 from OMol25. Energies are from ωB97M-V with the def2-TZVPD basis set.

The HOMO-LUMO gap is 0.335 Ha. Its HOMO energy is -0.312 hartree. As for the SMILES: C/C=C/O.C=O. For the strongest force on any atom, the calculation gives 0.47 eV/A. Its energy above the lowest of the compared OMol25 structures with the same formula, charge and spin is 2.335 eV. Its total energy is -307.62662 Eh. The LUMO energy comes out at 0.625 eV.

Each line ends with the natural charge from an NBO analysis.
Cartesian coordinates (Å):
C: -1.97 -1.02 0.24  -0.63
C: 2.72 -0.26 -0.39  0.27
C: -1.09 0.10 -0.23  -0.29
O: 0.35 1.96 0.21  -0.69
C: -0.61 1.06 0.57  0.13
O: 1.81 -0.89 -0.86  -0.50
H: 2.68 0.16 0.63  0.12
H: 3.64 -0.08 -0.98  0.11
H: -0.72 0.05 -1.25  0.19
H: -0.95 1.20 1.59  0.17
H: -2.26 -0.88 1.29  0.21
H: -1.41 -1.96 0.17  0.22
H: -2.88 -1.13 -0.35  0.21
H: 0.70 1.68 -0.65  0.47